Entry 1:
{
  "formula": "C57H122N6O7",
  "method": "the ωB97M-V functional and the def2-TZVPD basis",
  "e_lumo_ev": 0.542,
  "max_force_ev_per_a": 2.9,
  "orbital_gap_ev": 8.2,
  "smiles": "CC1(C)CCCC(C)(C)N1O.CC1(C)CCCC(C)(C)N1O.CC1(C)CCCC(C)(C)N1O.CC1(C)CCCC(C)(C)N1O.CC1(C)CCCC(C)(C)N1O.CC1(C)CCCC(C)(C)N1O.CC(C)O",
  "total_energy_ev": -84350.694,
  "elements": ["C", "C", "C", "C", "C", "C", "C", "C", "C", "N", "O", "H", "H", "H", "H", "H", "H", "H", "H", "H", "H", "H", "H", "H", "H", "H", "H", "H", "H", "H", "C", "C", "C", "C", "C", "C", "C", "C", "C", "N", "O", "H", "H", "H", "H", "H", "H", "H", "H", "H", "H", "H", "H", "H", "H", "H", "H", "H", "H", "H", "C", "C", "C", "C", "C", "C", "C", "C", "C", "N", "O", "H", "H", "H", "H", "H", "H", "H", "H", "H", "H", "H", "H", "H", "H", "H", "H", "H", "H", "H", "C", "C", "C", "C", "C", "C", "C", "C", "C", "N", "O", "H", "H", "H", "H", "H", "H", "H", "H", "H", "H", "H", "H", "H", "H", "H", "H", "H", "H", "H", "C", "C", "C", "C", "C", "C", "C", "C", "C", "N", "O", "H", "H", "H", "H", "H", "H", "H", "H", "H", "H", "H", "H", "H", "H", "H", "H", "H", "H", "H", "C", "C", "C", "C", "C", "C", "C", "C", "C", "N", "O", "H", "H", "H", "H", "H", "H", "H", "H", "H", "H", "H", "H", "H", "H", "H", "H", "H", "H", "H", "C", "C", "C", "O", "H", "H", "H", "H", "H", "H", "H", "H"],
  "xyz": [[0.8968, -4.6045, 0.0117], [-0.1696, -5.0465, -1.0077], [0.2536, -4.6128, -2.4160], [-0.1422, -6.5858, -1.0957], [-0.6643, -7.3683, 0.1009], [-2.0807, -6.8748, 0.4481], [-2.1899, -5.3106, 0.4688], [-3.7309, -5.0701, 0.3499], [-1.6947, -4.6911, 1.7550], [-1.6288, -4.8189, -0.8143], [-1.9683, -3.4717, -1.1070], [1.0479, -5.2620, 0.8678], [1.8512, -4.5963, -0.5084], [0.6420, -3.6139, 0.3899], [-0.5572, -4.8526, -3.1039], [0.2512, -3.5144, -2.3594], [1.2455, -4.7476, -2.8427], [-0.6742, -6.8852, -2.0018], [0.8720, -6.9562, -1.2846], [-0.5054, -8.4165, -0.1554], [-0.0529, -7.1937, 0.9899], [-2.1113, -7.2612, 1.4737], [-2.9374, -7.3462, -0.0298], [-3.9000, -3.9896, 0.4249], [-4.1645, -5.4408, 1.2790], [-4.2215, -5.3845, -0.5686], [-0.7084, -5.0953, 1.9846], [-2.3571, -4.9688, 2.5724], [-1.5508, -3.6258, 1.5657], [-2.9001, -3.4534, -1.3471], [1.8110, -0.0226, -8.1748], [0.6846, 0.6118, -7.3633], [1.2682, 1.7963, -6.5759], [-0.2986, 1.1451, -8.4168], [-1.7160, 1.4883, -7.8541], [-2.2155, 0.3402, -6.9555], [-1.2439, -0.1538, -5.8815], [-1.1100, 0.9678, -4.8373], [-1.8627, -1.3705, -5.1591], [-0.0122, -0.4908, -6.6379], [0.8269, -1.2480, -5.8008], [1.4998, -0.9159, -8.7280], [2.3271, 0.6022, -8.9005], [2.5399, -0.4953, -7.5076], [1.9634, 2.3854, -7.1705], [0.5053, 2.5280, -6.2912], [1.5611, 1.4774, -5.5738], [-0.0197, 2.1400, -8.7671], [-0.4855, 0.3911, -9.1799], [-1.7421, 2.4311, -7.3083], [-2.4160, 1.5514, -8.6873], [-2.7650, -0.4611, -7.4540], [-3.0471, 0.7606, -6.3720], [-0.1693, 0.7479, -4.3223], [-1.8352, 0.9301, -4.0248], [-1.0846, 1.9720, -5.2496], [-2.4660, -2.0320, -5.7868], [-2.6517, -1.0554, -4.4721], [-1.1321, -1.9483, -4.5970], [1.2224, -1.8658, -6.4255], [0.1931, 5.9584, 0.6673], [0.8018, 6.2446, -0.6917], [1.1643, 7.7368, -0.7777], [2.1119, 5.4012, -0.8722], [1.9164, 3.9012, -1.1554], [1.0902, 3.7655, -2.4096], [-0.2060, 4.5869, -2.4650], [-0.6497, 4.8002, -3.9066], [-1.2866, 3.8589, -1.6662], [-0.0438, 5.9662, -1.8841], [-1.2727, 6.6568, -1.9243], [-0.8270, 6.3339, 0.7513], [0.2207, 4.8763, 0.8166], [0.7828, 6.3282, 1.5079], [1.8392, 8.0084, 0.0367], [1.5968, 8.0950, -1.7116], [0.2479, 8.3076, -0.6094], [2.7381, 5.9261, -1.5933], [2.6588, 5.3577, 0.0752], [2.8942, 3.5138, -1.4535], [1.5984, 3.3541, -0.2688], [0.8390, 2.7018, -2.4502], [1.6538, 4.0413, -3.3026], [0.1431, 5.2335, -4.5147], [-1.5142, 5.4612, -3.9036], [-0.9923, 3.8303, -4.2709], [-1.2346, 3.7790, -0.5775], [-1.3790, 2.8277, -2.0247], [-2.3127, 4.2311, -1.7468], [-1.1008, 7.2200, -2.6857], [8.3508, -4.1973, 0.6620], [6.8251, -4.2964, 0.8687], [6.3440, -5.4135, -0.1367], [6.5965, -4.8472, 2.2846], [5.1061, -4.7831, 2.7099], [4.7768, -3.2937, 2.7406], [4.9357, -2.6340, 1.3800], [3.7782, -3.0689, 0.4717], [4.7021, -1.0915, 1.6170], [6.2437, -2.9400, 0.8300], [6.5201, -2.2556, -0.3696], [8.9175, -5.1157, 0.5075], [8.6183, -3.6079, -0.2174], [8.7952, -3.7422, 1.5516], [7.1508, -6.0145, -0.5481], [5.6064, -6.0399, 0.3624], [5.8912, -4.9020, -0.9900], [6.9635, -5.8615, 2.4590], [7.1828, -4.2565, 2.9936], [4.3972, -5.3776, 2.1364], [4.9867, -5.0732, 3.7566], [5.2859, -2.7648, 3.5452], [3.7029, -3.3129, 2.9548], [3.6488, -4.1432, 0.3398], [3.8389, -2.6910, -0.5536], [2.8281, -2.6506, 0.8081], [3.7912, -0.9017, 2.1783], [4.6260, -0.5781, 0.6563], [5.5544, -0.5908, 2.0831], [7.1456, -1.6291, 0.0131], [-6.7797, -0.1183, 1.0536], [-5.7147, 0.8131, 1.6811], [-5.2513, 1.8085, 0.6306], [-6.2992, 1.5821, 2.8682], [-6.5839, 0.8274, 4.1322], [-5.2789, 0.0887, 4.5493], [-4.5724, -0.7927, 3.4782], [-3.1324, -1.0271, 3.9144], [-5.3255, -2.0841, 3.2764], [-4.5966, -0.0002, 2.2172], [-3.8360, -0.6117, 1.2175], [-7.3669, -0.6439, 1.8053], [-7.5283, 0.4999, 0.5472], [-6.3856, -0.7762, 0.2800], [-4.3672, 1.4070, 0.1251], [-5.9789, 1.9266, -0.1675], [-4.8044, 2.6987, 1.0756], [-5.5627, 2.3287, 3.1938], [-7.1486, 2.2554, 2.7123], [-6.8175, 1.4352, 5.0061], [-7.4212, 0.1398, 3.9830], [-5.5439, -0.5763, 5.3772], [-4.5973, 0.8268, 4.9753], [-2.5009, -1.5364, 3.1901], [-3.1340, -1.4253, 4.9337], [-2.6057, -0.1058, 4.1812], [-6.3932, -1.8688, 3.2533], [-5.1438, -2.7302, 4.1396], [-5.0014, -2.6096, 2.3788], [-3.1651, 0.0342, 0.9699], [-0.2125, 1.5575, 3.7370], [0.6848, 2.1573, 4.8499], [1.0483, 1.1058, 5.9231], [2.0015, 2.5318, 4.1344], [1.9757, 3.8737, 3.3126], [1.4035, 4.8745, 4.2994], [-0.0145, 4.5763, 4.8506], [-0.3792, 5.6344, 5.8706], [-1.0687, 4.6154, 3.7083], [0.1300, 3.3078, 5.5704], [-1.0123, 2.9717, 6.3406], [0.0460, 0.5241, 3.4916], [-1.2455, 1.5231, 4.0913], [-0.2471, 2.0242, 2.7528], [1.2960, 1.6433, 6.8378], [0.2229, 0.4073, 6.0520], [1.9590, 0.5606, 5.6713], [2.7276, 2.6926, 4.9359], [2.2836, 1.7268, 3.4560], [2.9812, 4.1820, 3.0317], [1.3470, 3.6696, 2.4458], [1.3916, 5.8850, 3.8751], [2.0323, 5.0289, 5.1803], [-1.3884, 5.4942, 6.2702], [-0.4309, 6.6350, 5.4374], [0.1875, 5.6677, 6.8039], [-2.0583, 4.5383, 4.1598], [-0.9779, 3.8503, 2.9427], [-0.9555, 5.5689, 3.1908], [-0.7472, 3.2902, 7.2088], [0.3683, -0.2127, -1.8438], [0.5004, -0.7755, -0.4374], [1.4128, -0.0300, 0.5492], [-0.7153, -1.1196, 0.1653], [-0.3109, 0.6403, -1.9312], [0.0262, -1.0086, -2.5052], [1.3355, 0.1983, -2.1426], [0.9309, -1.7700, -0.6356], [2.3839, -0.0158, 0.0631], [1.3583, -0.6015, 1.4737], [0.9923, 0.9707, 0.6659], [-1.2944, -1.5370, -0.4808]]
}

---

Entry 2:
{
  "formula": "C18H35BBa2F4NO8",
  "method": "the ωB97M-V functional and the def2-TZVPD basis",
  "e_lumo_ev": -10.012,
  "max_force_ev_per_a": 2.8,
  "orbital_gap_ev": 4.7,
  "total_energy_ev": -50017.705,
  "total_charge": 3,
  "elements": ["Ba", "Ba", "B", "F", "F", "F", "F", "C", "C", "C", "C", "C", "C", "N", "O", "O", "H", "H", "H", "H", "H", "C", "O", "C", "C", "O", "C", "H", "H", "H", "H", "H", "H", "H", "H", "H", "H", "C", "O", "C", "C", "O", "C", "H", "H", "H", "H", "H", "H", "H", "H", "H", "H", "C", "O", "C", "C", "O", "C", "H", "H", "H", "H", "H", "H", "H", "H", "H", "H"],
  "xyz": [[-0.0633, -2.4742, -1.1003], [2.6298, 0.7571, 0.8100], [-0.6367, 0.9144, 0.1380], [-0.9787, 0.6047, -1.1872], [-1.7383, 1.0556, 0.9137], [0.0943, -0.2767, 0.5582], [0.2093, 2.0393, 0.2350], [-3.1052, 5.5763, 1.3360], [-4.4073, 5.8628, 1.7245], [-5.4287, 4.9370, 1.5272], [-5.1229, 3.7204, 0.9346], [-3.8377, 3.4139, 0.5302], [-2.8320, 4.3233, 0.7692], [-6.1918, 2.7491, 0.6830], [-5.8713, 1.6889, 0.1604], [-7.3065, 3.0547, 1.0076], [-2.2826, 6.2546, 1.5145], [-4.6952, 6.8339, 2.1071], [-6.4506, 5.1936, 1.7680], [-3.6259, 2.4361, 0.1313], [-1.8006, 4.0797, 0.5391], [3.1674, -3.6867, -2.7051], [1.7409, -3.5600, -2.8160], [1.4306, -3.2214, -4.1825], [-0.0011, -2.8366, -4.4082], [-0.3369, -1.6933, -3.5875], [-1.6600, -1.1625, -3.8871], [3.4414, -3.7473, -1.6488], [3.6677, -2.7912, -3.0847], [3.5159, -4.5793, -3.2192], [1.7833, -3.9669, -4.9019], [2.0321, -2.3459, -4.4684], [-0.7528, -3.6257, -4.2997], [-0.0466, -2.5141, -5.4529], [-2.1655, -1.8482, -4.5667], [-1.5513, -0.2068, -4.3920], [-2.2622, -1.0564, -2.9832], [0.2080, -6.0235, -1.5634], [0.2429, -5.1181, -0.4421], [-0.4650, -5.6368, 0.6861], [-0.2820, -4.7726, 1.8871], [-0.5755, -3.4001, 1.6045], [-0.3954, -2.5895, 2.7845], [0.9818, -5.8015, -2.2828], [-0.7742, -6.0992, -2.0488], [0.3325, -7.0340, -1.1605], [-0.1769, -6.6677, 0.8989], [-1.5355, -5.6775, 0.4284], [0.7889, -4.8167, 2.1581], [-0.7952, -5.1788, 2.7592], [0.3891, -2.9837, 3.4252], [-1.3378, -2.5002, 3.3280], [-0.2082, -1.5771, 2.4293], [0.9650, 3.1070, 3.2261], [2.0953, 3.0086, 2.3388], [2.8528, 4.2295, 2.2607], [4.3047, 3.9807, 1.8582], [4.4835, 2.7846, 1.1056], [5.6707, 2.7953, 0.2707], [0.3272, 2.2432, 3.0425], [0.3912, 4.0236, 3.0977], [1.2966, 3.0648, 4.2669], [2.8719, 4.6887, 3.2502], [2.3173, 4.8869, 1.5746], [4.9228, 3.9170, 2.7564], [4.6285, 4.8560, 1.2892], [5.5024, 3.4389, -0.5898], [5.9032, 1.7635, 0.0145], [6.5080, 3.1865, 0.8495]]
}

---

Entry 3:
{
  "formula": "C4H11NS",
  "method": "the ωB97M-V functional and the def2-TZVPD basis",
  "e_lumo_ev": [-3.894, -9.009],
  "max_force_ev_per_a": 1.4,
  "orbital_gap_ev": [9.0, 3.9],
  "total_energy_ev": -16642.385,
  "total_charge": 1,
  "spin_multiplicity": 2,
  "elements": ["C", "C", "C", "S", "C", "N", "H", "H", "H", "H", "H", "H", "H", "H", "H", "H", "H"],
  "xyz": [[0.0537, 0.0936, 0.9114], [0.1667, -1.0326, -0.1069], [-1.0628, -1.1881, -1.0127], [-2.4156, -1.9634, -0.1513], [0.4014, 1.5049, 0.3754], [1.7093, 1.5329, -0.2329], [-0.8553, 0.1616, 1.5213], [0.8043, -0.1156, 1.6801], [0.9940, -0.7557, -0.7674], [0.4478, -1.9911, 0.3340], [-1.3167, -0.2910, -1.5740], [-0.8590, -1.9184, -1.8227], [-1.8549, -1.9059, 1.0766], [-0.4213, 1.8895, -0.2463], [0.3597, 2.0977, 1.2862], [2.1603, 2.4197, -0.0499], [1.6883, 1.4620, -1.2211]]
}

---

Entry 4:
{
  "formula": "C25H44FO15P3S",
  "method": "the ωB97M-V functional and the def2-TZVPD basis",
  "e_lumo_ev": -1.593,
  "max_force_ev_per_a": 7.7,
  "orbital_gap_ev": 7.2,
  "smiles": "CCOCC1=C(F)C(=O)c2c(CCCS)cccc2C1=O.COP(=O)(OC)OC.COP(=O)(OC)OC.COP(=O)(OC)OC",
  "total_energy_ev": -98766.402,
  "elements": ["C", "C", "O", "C", "C", "C", "F", "C", "O", "C", "C", "C", "C", "C", "S", "C", "C", "C", "C", "C", "O", "H", "H", "H", "H", "H", "H", "H", "H", "H", "H", "H", "H", "H", "H", "H", "H", "H", "C", "O", "P", "O", "O", "C", "O", "C", "H", "H", "H", "H", "H", "H", "H", "H", "H", "C", "O", "P", "O", "O", "C", "O", "C", "H", "H", "H", "H", "H", "H", "H", "H", "H", "C", "O", "P", "O", "O", "C", "O", "C", "H", "H", "H", "H", "H", "H", "H", "H", "H"],
  "xyz": [[6.6620, -0.3657, -3.4495], [5.3618, 0.4363, -3.7367], [5.4959, 1.2275, -4.8936], [4.6662, 2.4030, -4.8563], [3.2350, 1.9803, -4.5049], [2.6006, 1.1606, -5.3297], [3.1524, 0.7061, -6.4519], [1.1959, 0.7023, -4.9413], [0.3088, 0.5752, -5.7461], [1.0327, 0.4869, -3.4410], [0.2615, -0.5585, -2.9342], [-0.4947, -1.6112, -3.7338], [0.3213, -2.9541, -3.6879], [0.6887, -3.5766, -5.0543], [1.4993, -2.4523, -6.2468], [0.2090, -0.6655, -1.5360], [0.8410, 0.2117, -0.6930], [1.6177, 1.2580, -1.1951], [1.7043, 1.3678, -2.5636], [2.5571, 2.4396, -3.2282], [2.6666, 3.5659, -2.7996], [7.5073, 0.1327, -3.9453], [6.6131, -1.3922, -3.8296], [6.8886, -0.3678, -2.3745], [4.5608, -0.3233, -3.8258], [5.1345, 1.0045, -2.8168], [4.7242, 2.8167, -5.8699], [5.1142, 3.0809, -4.1144], [-0.7511, -1.2943, -4.7472], [-1.4370, -1.7663, -3.1826], [-0.2428, -3.7266, -3.1400], [1.2452, -2.7780, -3.1153], [-0.1743, -4.0018, -5.5827], [1.4149, -4.3774, -4.8535], [2.5441, -1.9126, -5.5737], [-0.3577, -1.4805, -1.0817], [0.7763, 0.1042, 0.3893], [2.1503, 1.9786, -0.5659], [-3.8485, -5.2110, 1.5335], [-3.5905, -4.7634, 0.2042], [-4.6469, -3.8676, -0.7300], [-3.6085, -3.0495, -1.4330], [-5.2787, -3.1203, 0.5683], [-4.5369, -2.0920, 1.2218], [-6.0062, -3.4418, -1.5874], [-5.8549, -3.0230, -2.9403], [-3.4178, -6.2056, 1.6515], [-3.3361, -4.5481, 2.2308], [-4.9125, -5.2526, 1.7556], [-3.5279, -1.9885, 0.8234], [-4.4692, -2.3329, 2.2834], [-5.0717, -1.1480, 1.1193], [-5.2574, -3.7278, -3.5141], [-5.4056, -2.0312, -2.9710], [-6.8528, -2.9586, -3.3744], [2.5453, 3.6877, 1.3556], [3.1813, 2.6870, 2.1485], [3.6286, 2.8728, 3.7454], [3.3724, 1.4588, 4.1639], [2.3775, 3.8609, 4.0643], [1.0858, 3.2795, 4.1884], [4.4264, 3.4532, 5.0798], [5.1586, 2.5352, 5.8867], [2.9337, 3.6185, 0.3394], [1.4766, 3.4748, 1.3095], [2.7260, 4.6904, 1.7364], [1.0937, 2.2204, 3.9280], [0.4043, 3.7968, 3.5093], [0.7185, 3.4061, 5.2065], [5.8275, 1.9209, 5.2887], [4.4687, 1.9082, 6.4496], [5.7433, 3.1212, 6.5959], [-4.1540, 1.4259, 2.0421], [-3.4491, 0.5051, 2.8724], [-3.0256, 0.7725, 4.4741], [-3.2368, -0.6595, 4.8792], [-4.3185, 1.7050, 4.7805], [-5.6037, 1.1054, 4.8886], [-2.3101, 1.2984, 5.8873], [-1.6046, 0.3556, 6.6874], [-3.7475, 1.3612, 1.0323], [-5.2002, 1.1224, 1.9929], [-4.0685, 2.4508, 2.3976], [-5.5917, 0.0459, 4.6332], [-6.2838, 1.6216, 4.2086], [-5.9718, 1.2351, 5.9058], [-0.8903, -0.2154, 6.0989], [-2.3111, -0.3115, 7.1789], [-1.0725, 0.9167, 7.4563]]
}

---

Question: Number 3 is which compound?
Answer: C4H11NS